Formula: H26O13
Source: the Open Molecules 2025 dataset
Level of theory: ωB97M-V with the def2-TZVPD basis set

For the relative energy (zero: lowest compared OMol25 entry of this formula, charge and spin), the calculation gives 72.9 kcal/mol. Its strongest force on any atom is 1.388 eV/A. The calculation puts the HOMO energy at -10.3298 eV. For the total energy, the calculation gives -27038.787 eV.

Last column: Löwdin charge in e.
Geometry (Å):
O -0.456 -0.089 -2.789  -0.0344
H -0.133 0.773 -2.505  0.0500
H -0.305 -0.706 -2.065  0.0149
O 1.401 3.962 0.050  -0.0435
H 1.475 3.864 -0.893  0.0298
H 2.138 3.529 0.482  0.0204
O 3.214 -0.383 2.232  -0.0532
H 2.983 0.278 2.903  0.0610
H 2.388 -0.872 2.377  -0.0150
O 1.339 -3.350 2.042  -0.0410
H 1.903 -3.880 1.463  0.0677
H 1.452 -2.474 1.662  -0.0038
O 4.071 -0.519 -1.886  -0.0566
H 3.450 -0.814 -1.227  0.0035
H 3.574 -0.137 -2.610  0.0352
O -2.947 0.030 -0.500  -0.0587
H -2.268 -0.368 -1.046  -0.0125
H -3.191 -0.629 0.155  0.0666
O -0.809 -2.219 -0.200  -0.0412
H 0.047 -2.098 0.222  0.0327
H -0.917 -3.177 -0.190  0.0670
O -2.657 2.078 -2.589  -0.0499
H -3.210 1.597 -1.966  0.0061
H -2.042 1.420 -2.919  -0.0088
O 0.601 -1.046 3.326  -0.0396
H -0.251 -1.352 3.019  0.0549
H 1.085 -1.807 3.662  0.0427
O 2.523 1.113 -0.478  -0.0737
H 3.357 1.590 -0.570  0.0526
H 2.754 0.714 0.378  0.0105
O -4.125 1.535 1.130  -0.0733
H -4.048 1.584 0.177  0.0000
H -3.367 2.098 1.346  0.0109
O -1.148 2.358 1.459  -0.0382
H -0.653 1.680 0.997  0.0262
H -0.711 3.198 1.331  0.0240
O -2.481 -2.685 -2.046  -0.0398
H -2.378 -1.750 -2.215  0.0016
H -1.658 -3.047 -1.717  0.0048

Forces on the atoms, in the same order (eV/Å):
-0.279 -0.026 -0.144
0.196 -0.134 0.245
0.229 0.087 0.108
-0.582 0.541 0.781
0.279 -0.272 -0.355
0.105 -0.206 -0.338
-0.895 0.237 0.411
0.734 0.438 -0.101
0.097 -0.307 -0.427
0.225 -0.107 -0.649
-0.013 -0.308 0.290
-0.034 0.187 0.222
1.118 -0.383 -0.488
-0.424 0.164 0.032
-0.293 -0.033 0.104
0.290 0.011 -0.582
0.130 -0.117 0.132
-0.064 -0.014 0.089
0.708 0.121 0.342
0.023 0.055 0.118
-0.089 0.010 0.418
-0.065 0.322 -0.028
0.074 -0.075 0.017
-0.066 -0.256 -0.128
0.647 0.549 -0.123
-0.324 -0.248 0.064
-0.401 -0.337 0.220
0.338 0.358 1.043
-0.013 0.103 -0.832
-0.595 -0.412 0.245
-0.020 0.834 0.354
-0.330 -0.362 -0.252
0.082 -0.196 0.508
-0.654 -0.257 0.489
0.163 0.217 -0.212
0.458 0.138 -0.341
-0.954 -0.908 -0.437
0.292 0.018 -0.176
-0.091 0.568 -0.618

---

Formula: H26O13
Source: the Open Molecules 2025 dataset
Level of theory: ωB97M-V with the def2-TZVPD basis set

For the relative energy (zero: lowest compared OMol25 entry of this formula, charge and spin), the calculation gives 45.9 kcal/mol. Its strongest force on any atom is 0.977 eV/A. The calculation puts the HOMO energy at -9.6302 eV. For the total energy, the calculation gives -27039.955 eV.

Last column: Löwdin charge in e.
Geometry (Å):
O 0.180 0.277 3.012  -0.0838
H -0.065 -0.655 3.133  0.0027
H -0.116 0.488 2.117  -0.0301
O 2.794 0.197 0.573  -0.0575
H 3.512 -0.290 0.995  0.0714
H 2.386 0.701 1.296  0.0664
O 0.751 -3.491 -0.225  -0.0413
H 1.293 -2.703 -0.063  0.0704
H 1.346 -4.108 -0.666  0.0830
O -1.636 -2.401 -1.038  -0.0514
H -0.929 -3.056 -0.895  0.0143
H -2.473 -2.872 -0.992  0.0651
O -0.448 -2.435 2.119  -0.0477
H -0.804 -3.122 2.693  0.0668
H -0.227 -2.881 1.286  -0.0013
O -3.006 2.596 1.035  -0.0632
H -2.690 1.937 0.395  0.0013
H -3.871 2.261 1.290  0.0471
O 0.776 1.890 -2.947  -0.0381
H 0.400 2.584 -3.502  0.0659
H 1.501 1.534 -3.471  0.0496
O 4.221 0.221 -1.934  -0.0491
H 3.622 -0.156 -1.275  -0.0074
H 3.715 0.265 -2.749  0.0220
O -0.144 2.264 1.377  -0.0564
H -0.014 1.705 0.608  -0.0142
H -1.070 2.554 1.329  0.0218
O -2.482 1.051 -1.513  -0.0480
H -2.223 1.835 -2.005  0.0456
H -1.648 0.594 -1.321  0.0019
O 2.155 2.877 -0.562  -0.0592
H 1.698 2.612 -1.374  -0.0139
H 2.537 2.076 -0.178  -0.0099
O -2.929 -0.775 1.847  -0.0497
H -3.764 -1.243 1.755  0.0342
H -2.281 -1.317 1.377  -0.0101
O -0.127 -0.165 -0.172  -0.0528
H 0.653 0.024 -0.711  0.0453
H -0.594 -0.874 -0.645  0.0102

Forces on the atoms, in the same order (eV/Å):
0.249 -0.883 0.335
0.146 0.390 -0.163
-0.128 0.268 0.388
0.037 -0.109 0.248
-0.030 0.152 0.064
-0.229 -0.281 0.070
0.525 0.118 -0.223
-0.119 -0.021 0.018
-0.126 -0.071 0.089
0.212 -0.214 0.000
-0.255 0.157 -0.076
-0.009 0.116 -0.048
-0.133 -0.297 -0.180
0.015 0.042 -0.041
-0.044 -0.020 0.459
0.044 -0.044 -0.302
-0.320 0.006 -0.081
0.114 -0.011 0.163
-0.027 -0.070 -0.181
0.004 -0.010 0.100
-0.028 0.049 -0.012
-0.015 -0.248 -0.047
0.015 0.354 -0.069
0.054 -0.041 -0.015
-0.201 0.432 -0.198
-0.120 0.229 -0.266
0.198 -0.061 0.266
0.117 -0.073 0.070
-0.002 0.024 -0.009
-0.149 0.239 0.049
0.012 0.023 -0.098
0.161 -0.059 0.264
0.057 0.172 -0.377
-0.186 -0.036 -0.133
0.032 0.036 -0.024
0.099 0.043 0.198
0.189 -0.212 -0.622
0.009 0.029 0.155
-0.168 -0.114 0.229

---

Formula: H26O13
Source: the Open Molecules 2025 dataset
Level of theory: ωB97M-V with the def2-TZVPD basis set

For the relative energy (zero: lowest compared OMol25 entry of this formula, charge and spin), the calculation gives 145.4 kcal/mol. Its strongest force on any atom is 6.356 eV/A. The calculation puts the HOMO energy at -10.3356 eV. For the total energy, the calculation gives -27035.640 eV.

Last column: Löwdin charge in e.
Geometry (Å):
H 0.177 0.629 -0.661  0.0501
H -1.071 0.138 0.054  0.0213
H 1.646 -1.409 2.346  0.0177
H 0.523 -0.610 1.705  0.0127
H -2.602 0.690 -0.737  0.0010
H -3.684 1.282 -1.625  0.0535
H 2.667 1.964 1.739  0.0512
H 2.189 1.499 0.373  0.0071
H 4.236 -0.971 1.017  0.0617
H 2.978 -1.721 1.423  0.0119
H -0.372 3.878 -1.580  0.0386
H 0.393 3.556 -0.307  0.0383
H -4.570 -0.856 -2.358  0.0798
H -3.119 -0.555 -2.021  0.0724
H -1.764 -3.850 -2.388  0.0342
H -0.601 -3.520 -1.466  0.0283
H 3.083 -0.127 -0.484  -0.0068
H 2.546 -0.339 -1.890  0.0372
H -3.256 -0.702 0.697  0.0061
H -2.980 -1.895 1.597  0.0416
H 0.060 -3.454 2.767  0.0306
H 0.806 -3.837 1.500  0.0322
H 3.472 1.446 -1.994  0.0015
H 4.981 1.439 -1.807  0.0431
H -3.454 3.514 2.945  0.0334
H -3.241 3.697 1.451  0.0240
O -0.111 0.166 0.134  -0.0275
O 1.402 -0.513 2.090  -0.0620
O -3.439 1.166 -0.700  -0.0975
O 2.989 1.632 0.894  -0.0489
O 3.586 -1.602 0.685  -0.0743
O 0.397 3.396 -1.258  -0.0538
O -4.021 -0.335 -1.762  -0.0928
O -0.917 -3.389 -2.367  -0.0619
O 3.022 -0.788 -1.182  -0.0841
O -3.231 -1.665 0.695  -0.0489
O -0.048 -3.929 1.936  -0.0515
O 4.213 2.021 -1.770  -0.0550
O -2.881 3.954 2.308  -0.0647

Forces on the atoms, in the same order (eV/Å):
0.083 0.042 -0.022
0.209 -0.090 0.158
-0.302 0.224 0.355
0.148 0.173 -0.304
-0.256 0.614 -0.004
-0.001 0.240 0.616
-0.008 -0.251 -0.003
-0.008 0.084 0.215
0.037 -0.047 0.177
0.434 0.243 -0.328
0.072 -0.047 -0.019
0.058 0.052 -0.020
-0.024 -0.574 -0.248
-0.162 -0.562 -0.220
0.082 0.027 0.006
0.000 0.069 -0.028
0.015 -0.291 0.141
-0.062 -0.092 -0.413
-0.490 0.026 -0.082
0.020 -0.122 -0.070
-0.088 -0.115 0.008
-0.030 -0.110 -0.081
0.264 0.130 -0.009
-0.117 -0.007 0.031
0.082 0.069 -0.033
0.038 -0.038 0.002
-0.632 0.177 -0.433
-0.016 -0.502 0.839
2.479 4.833 3.301
0.027 0.247 -0.050
0.995 -1.298 2.305
-0.146 -0.165 0.095
-2.072 -4.461 -3.632
-0.140 -0.004 0.058
-0.905 1.233 -2.283
0.340 0.106 0.203
0.137 0.227 0.052
0.049 0.053 -0.251
-0.109 -0.095 -0.029

---

Formula: H26O13
Source: the Open Molecules 2025 dataset
Level of theory: ωB97M-V with the def2-TZVPD basis set

For the relative energy (zero: lowest compared OMol25 entry of this formula, charge and spin), the calculation gives 74.2 kcal/mol. Its strongest force on any atom is 0.320 eV/A. The calculation puts the HOMO energy at -11.3640 eV. For the total energy, the calculation gives -27038.728 eV.

Last column: Löwdin charge in e.
Geometry (Å):
O -5.119 3.354 -0.823  -0.0558
H -5.711 3.354 -1.575  0.0285
H -4.888 2.433 -0.700  0.0277
O -2.502 -4.682 0.643  -0.0521
H -2.794 -5.028 1.487  0.0291
H -2.227 -3.785 0.834  0.0226
O -0.285 -0.184 -1.014  -0.0547
H -0.497 0.026 -0.105  0.0243
H 0.158 -1.032 -0.968  0.0300
O 2.266 -3.216 -5.334  -0.0550
H 1.528 -3.557 -5.839  0.0293
H 2.753 -2.675 -5.956  0.0276
O 2.400 2.237 3.865  -0.0543
H 2.117 1.662 4.576  0.0279
H 1.592 2.632 3.539  0.0254
O -1.777 -0.422 3.428  -0.0565
H -1.396 -1.005 4.084  0.0286
H -2.610 -0.145 3.809  0.0296
O -2.357 0.021 -5.521  -0.0536
H -2.216 0.105 -4.578  0.0260
H -3.234 0.377 -5.665  0.0269
O -4.218 3.521 3.891  -0.0539
H -4.895 3.959 3.374  0.0294
H -3.400 3.729 3.439  0.0206
O 4.714 -0.454 0.572  -0.0546
H 4.870 0.224 -0.085  0.0280
H 4.421 0.026 1.347  0.0258
O 1.986 3.773 -2.707  -0.0536
H 1.291 3.187 -3.008  0.0276
H 2.242 3.424 -1.853  0.0252
O 3.988 -5.560 -1.691  -0.0542
H 3.687 -4.876 -2.289  0.0248
H 4.938 -5.447 -1.656  0.0286
O 2.455 -4.335 2.642  -0.0545
H 2.007 -4.686 1.873  0.0283
H 2.907 -3.554 2.322  0.0249
O -0.569 5.261 2.109  -0.0536
H -0.782 6.166 2.338  0.0308
H -0.843 5.173 1.196  0.0292

Forces on the atoms, in the same order (eV/Å):
0.092 0.187 0.141
-0.164 0.056 -0.188
0.083 -0.241 0.073
0.013 -0.100 -0.212
-0.077 -0.134 0.199
0.066 0.253 0.024
-0.086 0.176 -0.225
-0.078 0.078 0.285
0.153 -0.226 -0.053
0.093 -0.055 0.256
-0.224 -0.106 -0.086
0.142 0.158 -0.129
0.265 -0.036 -0.111
-0.042 -0.144 0.192
-0.229 0.185 -0.121
0.126 0.028 -0.266
0.146 -0.166 0.154
-0.259 0.154 0.073
0.121 -0.068 -0.172
0.115 -0.018 0.277
-0.213 0.076 -0.090
-0.035 -0.183 0.205
-0.207 0.095 -0.129
0.292 0.073 -0.107
-0.010 -0.276 -0.033
0.057 0.141 -0.191
-0.081 0.145 0.259
0.089 0.224 -0.094
-0.182 -0.170 -0.110
0.078 -0.078 0.217
-0.137 -0.158 0.154
-0.136 0.179 -0.216
0.238 0.002 0.046
-0.092 -0.019 0.287
-0.077 -0.166 -0.222
0.186 0.187 -0.093
0.025 -0.251 0.179
-0.012 0.245 0.106
-0.042 -0.045 -0.279